DFT (ωB97M-V/def2-TZVPD) results for H16O8V as an isolated structure.

Structure (XYZ):
```
25
Properties=species:S:1:pos:R:3:forces:R:3:mulliken_charge:R:1
V -0.032 -0.051 -0.013 0.00 -0.08 -0.68 1.08
O -0.636 1.314 -1.707 0.06 -0.12 -0.20 -0.38
H -0.178 1.408 -2.563 -0.03 -0.08 0.30 0.30
H -1.257 2.062 -1.656 0.06 -0.27 0.08 0.31
O -0.158 -2.228 0.017 0.01 -0.42 0.05 -0.36
H 0.279 -2.873 0.602 -0.13 0.19 -0.12 0.31
H -0.553 -2.758 -0.702 0.02 0.22 0.21 0.31
O -0.714 -0.435 2.001 -0.37 0.03 0.38 -0.38
H -0.913 -1.260 2.484 0.18 0.15 -0.29 0.31
H -0.775 0.278 2.664 0.07 -0.16 -0.21 0.30
O -0.963 1.806 0.877 -0.26 0.46 0.14 -0.34
H -1.927 1.815 1.031 0.27 0.01 -0.06 0.33
H -0.655 2.694 1.144 -0.01 -0.31 -0.01 0.27
O -2.085 -0.570 -0.519 -0.24 0.02 0.48 -0.37
H -2.663 -0.916 0.189 0.20 -0.03 -0.25 0.33
H -2.659 -0.457 -1.301 0.40 0.14 0.11 0.31
O 1.571 1.513 -0.084 -0.06 0.54 0.29 -0.40
H 2.539 1.576 -0.184 -0.24 -0.23 0.10 0.29
H 1.250 2.423 -0.192 0.22 -0.15 -0.12 0.29
O 1.156 -0.632 -1.667 -0.10 -0.15 -0.60 -0.34
H 2.100 -0.876 -1.630 -0.25 0.14 0.14 0.30
H 0.827 -0.986 -2.517 0.08 0.11 0.27 0.32
O 1.830 -0.803 1.060 0.41 -0.19 0.02 -0.38
H 2.441 -0.335 1.660 -0.32 -0.04 -0.09 0.29
H 2.175 -1.710 1.008 0.02 0.23 0.06 0.29
```
Forces are in eV/Å.

Its LUMO energy (alpha / beta) is -13.48 / -12.68 eV. The charge is +3. Its molecular weight is 195.064 g/mol. Its expectation value of S² is 2.004. As for the HOMO energy (alpha / beta): -23.370 / -23.990 eV. The frontier orbital gap (alpha / beta) comes out at 9.887 / 11.305 eV. As for the multiplicity: 3.


DFT (ωB97M-V/def2-TZVPD) results for H17NO7 as an isolated structure in a non-equilibrium geometry.

Structure (XYZ):
```
25
Properties=species:S:1:pos:R:3:forces:R:3:mulliken_charge:R:1
N 0.743 -1.197 1.696 1.90 -1.89 -0.13 -0.39
H -0.700 1.542 -1.770 0.10 0.01 -0.06 0.07
H 1.658 -0.864 1.305 -0.95 0.93 0.03 0.26
H 0.225 -1.753 0.983 -0.69 0.79 -0.51 0.36
H -1.642 1.211 1.563 0.95 -0.48 -0.17 0.48
H -0.352 0.295 1.456 -0.14 -0.17 -0.45 0.43
O -0.639 1.220 1.559 -0.03 0.42 0.50 -0.45
H 1.020 -1.835 2.448 -0.69 0.55 0.69 0.38
H 2.130 -0.804 -2.310 0.32 0.08 0.00 0.33
O 1.713 -0.267 -1.620 0.46 0.03 0.08 -0.60
H -3.316 -1.425 -1.496 0.02 0.28 0.11 0.35
H -2.805 -0.150 -0.130 0.01 1.30 1.76 0.41
O -2.736 -0.652 -1.319 -0.42 -0.82 -1.27 -0.45
H 2.128 1.741 -0.012 -0.25 0.70 0.00 0.36
H 0.769 2.306 0.443 0.08 0.11 0.01 0.35
O 1.604 2.559 0.024 0.11 -0.39 0.02 -0.56
H -1.087 -1.483 -1.150 0.41 -0.47 0.60 0.38
H 0.413 -1.243 -1.250 -0.33 -0.62 0.68 0.44
O -0.243 -1.834 -0.788 -0.16 0.75 -0.69 -0.78
H 3.728 -0.270 0.489 0.05 0.26 -0.19 0.31
H 2.418 -0.042 -0.805 -0.51 0.13 -1.02 0.43
O 2.876 0.180 0.327 0.47 -0.72 0.73 -0.69
H -1.241 1.645 -1.276 -0.08 0.01 0.04 -0.07
H -3.771 0.770 0.828 0.22 -0.27 -0.14 0.33
O -2.893 0.349 0.807 -0.84 -0.53 -0.62 -0.68
```
Forces are in eV/Å.

Its LUMO energy (alpha / beta) is -9.30 / -8.45 eV. The charge is +1. Its molecular weight is 143.136 g/mol. Its expectation value of S² is 1.774. As for the HOMO energy (alpha / beta): -14.555 / -13.895 eV. The frontier orbital gap (alpha / beta) comes out at 5.252 / 5.445 eV. As for the multiplicity: 2.


DFT (ωB97M-V/def2-TZVPD) results for a 9-piece molecular cluster, H17O9 overall in a non-equilibrium geometry.

Structure (XYZ):
```
26
Properties=species:S:1:pos:R:3:forces:R:3:mulliken_charge:R:1
O -2.536 -1.712 -1.982 1.96 2.31 0.07 -0.74
H -0.473 0.862 1.568 -1.01 -0.20 -0.36 0.29
H -1.061 0.975 -1.945 -2.39 -0.88 0.90 0.27
O 0.988 -2.058 2.179 1.32 -0.82 0.84 -0.65
H 1.291 -1.420 1.530 -0.78 -0.27 -0.86 0.38
O 1.725 0.100 3.551 -0.17 0.75 0.22 -0.67
H 1.171 -0.252 2.841 -0.16 -0.27 0.60 0.29
H 2.553 0.257 3.106 0.51 0.01 -0.14 0.32
O 0.310 -1.110 -0.660 0.90 0.72 -0.17 -0.60
H 0.302 2.484 -1.359 -0.14 -0.27 0.09 0.39
H -0.410 -1.689 -0.891 -0.46 -0.25 -0.04 0.23
O -1.221 1.409 -0.569 0.64 0.67 -0.82 -0.91
H -3.006 -1.044 -2.501 -0.94 -0.87 0.03 0.26
H 0.033 -0.208 -0.935 -0.24 -0.69 0.76 0.44
O 0.837 1.955 -1.965 1.35 0.93 0.09 -0.69
H -2.012 0.616 -3.232 -0.25 0.35 -0.29 0.31
H 0.232 1.277 -2.240 0.42 -0.23 -0.71 0.36
O -1.075 0.147 1.842 0.84 -0.61 0.92 -0.56
H -1.974 0.461 1.860 -0.03 0.54 -0.19 0.24
H 0.056 -2.227 2.158 -0.65 0.56 -0.73 0.29
O 2.661 0.764 0.548 -1.79 1.38 0.49 -0.68
H 1.954 0.730 -0.144 0.88 -0.16 0.31 0.33
H 2.277 1.494 1.118 0.86 -1.18 -0.82 0.33
O -1.271 0.252 -2.757 1.50 1.08 -0.02 -0.87
H -2.060 1.064 -0.272 -0.19 -0.21 -0.05 0.15
H -1.719 -0.936 -2.004 -1.98 -2.39 -0.10 0.47
```
Forces are in eV/Å.

Its LUMO energy is 3.27 eV. The charge is -1. Its molecular weight is 161.127 g/mol. As for the HOMO energy: -5.825 eV. The frontier orbital gap comes out at 9.092 eV.


DFT (ωB97M-V/def2-TZVPD) results for H17O9 as an isolated structure in a non-equilibrium geometry.

Structure (XYZ):
```
26
Properties=species:S:1:pos:R:3:forces:R:3:mulliken_charge:R:1
O -2.805 -2.185 -1.653 0.13 -0.13 0.07 -0.69
H -2.121 -0.443 2.550 0.19 0.12 0.14 0.30
H -1.850 1.017 0.050 0.04 0.32 -0.53 0.17
O 3.667 0.568 0.946 1.84 1.35 0.05 -0.65
H 3.153 0.775 0.170 -0.79 -0.75 0.16 0.33
O 1.734 1.777 3.349 0.59 0.81 1.93 -0.64
H 1.099 1.084 3.282 -0.56 -0.52 -0.85 0.33
H 2.112 2.070 2.535 -0.03 -0.34 -1.10 0.32
O 0.402 -2.538 0.774 0.10 -0.17 -0.62 -0.66
H -0.325 -0.961 -3.865 -0.24 -0.20 -0.11 0.28
H -0.323 -3.081 0.447 -0.04 -0.13 0.27 0.27
O -1.532 0.198 0.415 -0.28 -1.48 -0.20 -0.68
H -3.058 -2.685 -0.871 -0.07 0.05 0.01 0.29
H 0.560 -1.981 -0.032 -0.12 0.05 0.43 0.39
O -0.124 -0.043 -3.680 0.53 -0.02 -0.10 -0.64
H 0.753 -0.193 -0.221 0.08 0.19 -0.01 0.19
H 0.465 -0.131 -2.903 -0.55 0.23 0.15 0.31
O -2.783 0.223 2.771 -0.35 -0.30 0.29 -0.65
H -3.003 0.456 1.861 0.11 0.17 -0.06 0.36
H 3.389 -0.067 1.589 -1.11 -0.54 -0.27 0.32
O 1.307 2.609 -1.872 -0.35 0.25 0.36 -0.63
H 0.960 1.842 -1.410 0.19 -1.04 -0.02 0.30
H 0.522 3.154 -1.770 0.08 0.57 -0.34 0.30
O 0.261 -0.474 -0.999 0.39 -0.65 -0.22 -0.90
H -0.855 -0.397 -0.389 0.33 2.02 0.63 0.30
H -2.197 -1.520 -1.300 -0.10 0.15 -0.07 0.39
```
Forces are in eV/Å.

Its LUMO energy is 3.13 eV. The charge is -1. Its molecular weight is 161.127 g/mol. As for the HOMO energy: -5.838 eV. The frontier orbital gap comes out at 8.963 eV.


Question: What is the molecular weight in the first record?
Answer: 195.064 g/mol


Question: molecular weight of number 2 (H17NO7)?
Answer: 143.136 g/mol


Question: Which value of charge does entry 2 give?
Answer: +1